No. 1
ORCA calculation (wB97M-V/def2-TZVPD) on C15H14MnN2O3S as an isolated structure in a non-equilibrium geometry.

Cartesian coordinates (Å):
1 Mn 0.212949 -0.022912 0.050320
2 S -2.529719 -1.165185 0.964276
3 O 0.562961 -3.335018 0.340382
4 O -3.255692 -0.860330 -0.244695
5 O -2.631060 -0.279028 2.097441
6 N -0.871843 -1.504508 0.610022
7 N -1.172134 1.237815 0.292517
8 C 1.525889 0.935500 1.402533
9 C -0.511090 -2.850690 0.720590
10 C -4.003926 -4.757586 2.238376
11 C 1.723387 -0.493621 1.442527
12 C -1.513873 2.755871 -1.599684
13 C -1.153156 1.566431 -1.011136
14 C 2.113824 0.224604 -0.749575
15 C -1.635001 -4.949720 1.698636
16 C -3.978334 -3.401509 1.878736
17 C 1.759260 1.379759 0.045842
18 C -0.517527 0.397910 -1.745520
19 C 2.089335 -0.931025 0.113560
20 C -2.783899 -2.846216 1.433652
21 C -2.822643 -5.520544 2.160091
22 C -1.632957 -3.597722 1.323944
23 H 1.323884 1.576918 2.263532
24 H 2.324519 -1.948893 -0.189852
25 H 0.177814 0.684663 -2.536136
26 H -1.732247 1.733726 0.985885
27 H -0.697547 -5.497056 1.615730
28 H 2.336551 0.216559 -1.816031
29 H 1.745065 2.413794 -0.303714
30 H -1.904764 3.575428 -1.000305
31 H -1.362282 2.858894 -2.669213
32 H -4.865781 -2.774795 1.930500
33 H 1.671232 -1.120585 2.333111
34 H -2.842750 -6.568979 2.454164
35 H -1.255541 -0.371309 -2.021457
36 H -4.937996 -5.218740 2.568181

Atomic forces in eV per Å
-4.300 -0.612 0.440
1.650 -2.702 -0.117
0.730 0.246 -0.086
-0.133 0.545 0.133
-0.262 0.429 -0.023
-0.609 1.871 -0.424
0.048 -0.496 0.427
1.632 -0.682 -0.199
-2.166 -1.911 1.220
-0.873 0.592 0.039
1.312 0.986 -0.199
0.546 -1.183 0.481
-0.638 1.805 -1.869
0.847 0.205 0.950
-0.891 -0.981 0.443
0.324 0.030 -0.112
1.145 -0.602 0.373
-0.302 0.360 -0.045
0.804 0.697 0.106
-2.367 1.031 0.661
1.520 0.052 -0.424
3.055 0.648 -1.296
-0.280 -0.345 -0.515
-0.444 0.341 0.216
-0.319 -0.120 0.021
0.521 -0.282 -0.339
-0.275 -0.069 0.041
-0.101 0.034 0.481
-0.404 -0.493 0.076
0.027 -0.105 -0.196
-0.229 0.128 0.142
0.022 -0.182 0.050
-0.308 0.160 -0.510
0.050 0.155 -0.043
0.374 0.275 0.166
0.295 0.174 -0.071

The total charge is -1. Its spin multiplicity is 5. For the highest occupied orbital energy (alpha / beta), the calculation gives -0.8061 / -4.7060 eV. The calculation puts the HOMO-LUMO gap (alpha / beta) at 0.130 / 0.269 hartree.

These are the natural (NBO) partial charges, in e, on atoms 1 to 6:
1. Mn 0.99
2. S 2.28
3. O -0.72
4. O -0.95
5. O -0.96
6. N -0.90



No. 2
ORCA calculation (wB97M-V/def2-TZVPD) on an isolated molecule of C3H2O2 in a non-equilibrium geometry.

Cartesian coordinates (Å):
1 O 1.930962 3.277730 1.111003
2 O 0.556245 0.162008 1.598768
3 C -0.062426 0.010443 0.308461
4 C 1.666008 2.314242 0.562473
5 C 0.173452 1.287578 1.091771
6 H -1.020061 -0.532880 0.191210
7 H 0.767242 -0.439651 -0.394558

Atomic forces in eV per Å
0.239 1.413 0.857
0.577 -1.819 2.535
1.396 -0.427 -1.714
-1.717 -2.245 -0.229
0.797 0.911 -3.124
0.473 0.756 0.685
-1.766 1.411 0.991

Its spin multiplicity is 3. For the highest occupied orbital energy (alpha / beta), the calculation gives -7.3344 / -11.6259 eV. As for the relative energy (zero: lowest compared OMol25 entry of this formula, charge and spin): 49.3 kcal per mole. The calculation puts the HOMO-LUMO gap (alpha / beta) at 0.309 / 0.343 hartree.

These are the natural (NBO) partial charges, in e, on atoms 1 to 6:
1. O -0.47
2. O -0.46
3. C -0.17
4. C 0.44
5. C 0.26
6. H 0.21